Below is a structure of composition C27H28AsFeN4O12S, with properties calculated with ωB97M-V with the def2-TZVPD basis set.

```
74
Properties=species:S:1:pos:R:3
Fe -0.24 -0.15 -0.04
N 2.71 0.79 1.80
C 1.88 1.83 1.42
C 2.20 3.08 1.98
C 1.48 4.19 1.60
C 0.48 4.04 0.66
C 0.23 2.79 0.17
N 0.92 1.68 0.52
C 2.61 -0.58 1.67
C 3.62 -1.34 2.26
C 3.59 -2.71 2.15
C 2.55 -3.30 1.44
C 1.60 -2.48 0.89
N 1.61 -1.13 0.99
H 3.43 1.07 2.44
H 3.00 3.16 2.69
H 1.71 5.15 2.03
H -0.12 4.88 0.33
H -0.54 2.62 -0.57
H 4.42 -0.85 2.79
H 4.36 -3.31 2.61
H 2.47 -4.37 1.33
H 0.77 -2.89 0.34
O -3.93 2.14 1.41
As -2.41 1.38 1.92
O -1.55 2.57 2.64
O -1.84 0.77 0.40
C -3.26 -0.08 2.86
C -4.61 0.00 3.17
C -5.27 -1.11 3.70
C -4.59 -2.30 3.91
C -3.24 -2.40 3.60
C -2.59 -1.29 3.09
S -0.94 -1.43 2.51
O -1.12 -1.81 1.07
O -0.24 -2.39 3.31
O -0.40 -0.07 2.54
H -3.72 3.07 1.26
H -5.14 0.92 2.99
H -6.32 -1.04 3.93
H -5.12 -3.16 4.30
H -2.69 -3.31 3.75
C -2.04 -2.01 -1.73
O -0.64 -1.92 -1.47
C 0.13 -2.10 -2.67
C 1.59 -1.99 -2.32
O 1.77 -0.83 -1.54
C 2.89 -0.02 -1.88
H -2.29 -3.02 -2.08
H -2.33 -1.27 -2.48
H -2.56 -1.81 -0.80
H -0.15 -1.33 -3.39
H -0.09 -3.09 -3.09
H 2.18 -1.95 -3.25
H 1.91 -2.86 -1.74
H 2.77 0.39 -2.88
H 3.81 -0.60 -1.80
H 2.91 0.80 -1.16
O 0.64 0.95 -3.65
C -0.34 1.15 -2.95
O -0.53 0.79 -1.72
C -1.52 1.90 -3.54
C -1.58 2.07 -4.92
C -2.64 2.76 -5.49
C -3.61 3.29 -4.66
C -3.58 3.12 -3.29
C -2.54 2.40 -2.73
N -4.72 4.06 -5.26
O -4.79 4.10 -6.47
O -5.50 4.61 -4.50
H -0.79 1.67 -5.53
H -2.71 2.91 -6.56
H -4.38 3.53 -2.68
H -2.52 2.20 -1.67
```

## Properties
HOMO energy (alpha / beta) (eV): -8.61 / -8.60
Energy above the lowest of the compared OMol25 structures with the same formula, charge and spin (eV): 0.220
HOMO-LUMO gap (alpha / beta) (eV): 8.29 / 7.34
Total charge: 0
⟨S²⟩: 8.76
Spin multiplicity: 6

---

Below is a cluster of 5 separate species, C20H25N5 in total at a distorted geometry, with properties calculated with ωB97M-V with the def2-TZVPD basis set.

```
50
Properties=species:S:1:pos:R:3
C 18.93 15.98 51.53
C 20.33 16.22 51.51
C 20.95 14.98 51.79
N 19.89 14.08 51.82
C 18.60 14.60 51.48
H 18.05 16.58 51.38
H 20.97 16.98 51.54
H 21.96 14.97 52.02
H 19.95 13.17 52.13
H 17.80 13.96 51.38
C 20.70 13.96 46.38
C 20.18 14.16 44.95
C 18.93 14.81 45.07
N 18.71 14.95 46.37
C 19.69 14.38 47.14
H 21.55 13.52 46.52
H 20.66 13.89 44.02
H 18.26 15.29 44.44
H 17.84 15.51 46.72
H 19.94 14.47 48.15
C 22.09 23.03 45.15
C 22.91 23.89 44.11
C 22.00 24.67 43.54
N 20.79 24.50 43.97
C 20.81 23.47 44.92
H 22.57 22.26 45.70
H 23.89 23.74 43.74
H 22.21 25.19 42.61
H 19.98 25.04 43.60
H 20.00 23.10 45.47
C 17.91 20.51 45.45
C 18.05 19.38 44.45
C 18.98 18.62 45.01
N 19.38 19.04 46.24
C 18.65 20.22 46.56
H 17.13 21.13 45.11
H 17.63 19.20 43.39
H 19.55 17.66 44.63
H 20.18 18.70 46.84
H 18.72 20.69 47.40
C 22.04 18.54 48.29
C 22.63 18.66 46.96
C 22.31 17.51 46.29
N 21.55 16.72 47.06
C 21.29 17.41 48.29
H 22.03 19.20 48.93
H 23.15 19.52 46.53
H 22.61 17.16 45.26
H 21.19 15.85 46.73
H 20.57 16.73 49.03
```

## Properties
Structure (SMILES): c1cc[nH]c1.c1cc[nH]c1.c1cc[nH]c1.c1cc[nH]c1.c1cc[nH]c1
HOMO energy (eV): -8.25
Energy above the lowest of the compared OMol25 structures with the same formula, charge and spin (eV): 7.912
HOMO-LUMO gap (eV): 8.94
Total charge: 0
Spin multiplicity: 1

---

Below is a structure of composition C3H7NOS at a distorted geometry, with properties calculated with ωB97M-V with the def2-TZVPD basis set.

```
13
Properties=species:S:1:pos:R:3
C -2.67 -0.11 0.09
C -0.33 0.20 0.00
C 3.30 -0.20 -0.03
H -2.93 0.72 -0.65
H -3.61 -0.81 0.14
H -2.76 0.46 1.21
H -0.36 0.91 0.91
H -0.02 0.88 -0.91
H 3.20 -1.41 -0.58
H 4.34 0.46 0.10
N 2.14 0.53 -0.07
O -1.37 -0.71 -0.35
S 1.06 -0.93 0.17
```

## Properties
HOMO energy (eV): -8.50
Energy above the lowest of the compared OMol25 structures with the same formula, charge and spin (eV): 6.050
HOMO-LUMO gap (eV): 8.70
Total charge: 0
Spin multiplicity: 1

---

Below is the ion C5H12NO with charge -1 at a distorted geometry, with properties calculated with ωB97M-V with the def2-TZVPD basis set.

```
19
Properties=species:S:1:pos:R:3
C 2.63 0.55 0.96
N 1.18 0.47 1.28
C 0.37 -0.05 0.15
C 0.52 0.79 -1.13
C -1.08 -0.14 0.59
C -1.92 -1.11 -0.30
O -2.13 -0.66 -1.53
H 2.98 1.58 0.94
H 2.85 0.00 0.05
H 3.19 0.11 1.80
H 0.88 1.43 1.46
H 0.71 -1.07 0.02
H 1.14 1.67 -0.95
H -0.46 1.09 -1.47
H 1.00 0.24 -1.95
H -1.17 -0.36 1.66
H -1.56 0.84 0.45
H -1.32 -2.08 -0.23
H -2.84 -1.35 0.29
```

## Properties
Structure (SMILES): CN[C@H](C)CC[O-]
HOMO energy (eV): -2.25
Energy above the lowest of the compared OMol25 structures with the same formula, charge and spin (eV): 0.834
HOMO-LUMO gap (eV): 6.02
Total charge: -1
Spin multiplicity: 1

---

Below is the molecule C7H10O2 at a distorted geometry, with properties calculated with ωB97M-V with the def2-TZVPD basis set.

```
19
Properties=species:S:1:pos:R:3
C -1.07 -0.36 -1.45
C -0.01 -0.85 -0.78
C 0.71 -2.06 -1.30
C 0.74 -0.02 0.20
C 1.95 0.50 -0.04
O 0.23 -0.20 1.46
C -1.10 0.44 1.56
C -0.99 1.93 1.56
O -2.04 -0.16 2.04
H -1.52 -0.90 -2.27
H -1.63 0.52 -1.15
H 1.04 -2.69 -0.47
H 1.58 -1.78 -1.90
H 0.07 -2.67 -1.95
H 2.49 1.01 0.76
H 2.46 0.36 -0.99
H -0.59 2.31 0.61
H -0.34 2.24 2.38
H -1.97 2.37 1.72
```

## Properties
Structure (SMILES): C=C(C)C(=C)OC(C)=O
HOMO energy (eV): -9.41
Energy above the lowest of the compared OMol25 structures with the same formula, charge and spin (eV): 1.676
HOMO-LUMO gap (eV): 10.13
Total charge: 0
Spin multiplicity: 1

---

Below is the molecule C2H6N2O at a distorted geometry, with properties calculated with ωB97M-V with the def2-TZVPD basis set.

```
11
Properties=species:S:1:pos:R:3
N -1.44 -0.34 -1.40
C -0.02 -0.41 -0.99
N -0.04 -0.60 0.52
C 0.67 0.29 1.34
O 1.21 1.26 0.83
H -2.19 -1.12 -1.29
H -1.92 0.59 -1.58
H 0.55 -1.20 -1.46
H 0.58 0.53 -1.02
H -0.89 -1.25 0.51
H 0.73 -0.27 2.28
```

## Properties
Structure (SMILES): NCNC=O
HOMO energy (eV): -9.05
Energy above the lowest of the compared OMol25 structures with the same formula, charge and spin (eV): 2.448
HOMO-LUMO gap (eV): 10.02
Total charge: 0
Spin multiplicity: 1